# 1
ORCA calculation (ωB97M-V/def2-TZVPD) on the molecule C6H14N2.

- LUMO energy (eV) = 1.02
- total energy (Ha) = -346.44966
- structure (SMILES) = C/C(N)=C/CCCN
- molecular weight (u) = 114.2
- HOMO-LUMO gap (eV) = 9.1
- energy relative to the best compared isomer or geometry (same formula, charge and spin) (kcal per mole) = 48.63
- E_HOMO (eV) = -8.1
- net charge = 0

```
22
C6H14N2 | the Open Molecules 2025 dataset | ωB97M-V/def2-TZVPD
C 1.5479 -1.9127 -2.0801
C 0.9748 -0.5345 -1.6704
N 1.5233 0.4511 -2.4616
C -0.0421 -0.4008 -0.8291
C -0.7501 0.7912 -0.2007
C -1.4610 0.3575 1.0035
C -0.6261 0.1264 2.2534
N -0.6759 1.1706 3.2373
H 0.8171 -2.1098 -2.9435
H 2.5573 -1.8572 -2.4939
H 1.4865 -2.7659 -1.4353
H 2.4822 0.6706 -2.4628
H 1.1621 1.4498 -2.1923
H -0.4727 -1.3460 -0.4249
H 0.0049 1.6119 0.0036
H -1.3774 1.3130 -0.8114
H -2.1316 -0.4866 0.6348
H -2.2030 1.2096 1.2380
H 0.4396 0.1231 2.1030
H -0.8677 -0.8855 2.6358
H -1.4077 0.9405 3.9491
H -0.9805 2.0837 2.9476
```


# 2
ORCA calculation (ωB97M-V/def2-TZVPD) on a cluster of 6 separate species, C32H88N12O8P4S2 in total.

- LUMO energy (eV) = 0.50
- total energy (Ha) = -4692.88232
- structure (SMILES) = CN(C)P(=O)(N(C)C)N(C)C.CN(C)P(=O)(N(C)C)N(C)C.CN(C)P(=O)(N(C)C)N(C)C.CN(C)P(=O)(N(C)C)N(C)C.O=S1(=O)CCCC1.O=S1(=O)CCCC1
- molecular weight (u) = 957.2
- HOMO-LUMO gap (eV) = 8.3
- energy relative to the best compared isomer or geometry (same formula, charge and spin) (kcal per mole) = 37.78
- E_HOMO (eV) = -7.8
- net charge = 0

```
146
C32H88N12O8P4S2 | the Open Molecules 2025 dataset | ωB97M-V/def2-TZVPD
C -0.0121 3.5428 -0.6712
N -0.3087 4.0211 -2.0312
C -0.9629 2.9306 -2.8294
P 0.5707 5.2413 -2.8648
O 0.1493 5.4973 -4.2989
N 0.5287 6.5315 -1.7665
C 1.5046 7.6442 -2.0674
C -0.7568 6.9169 -1.0573
N 2.1789 4.6100 -2.8501
C 2.8073 4.1076 -4.0830
C 2.9288 4.2408 -1.6130
H 0.7367 4.1544 -0.1677
H 0.5853 2.6354 -0.7592
H -0.9358 3.5800 -0.0937
H -0.3608 2.6735 -3.7009
H -1.9402 3.3116 -3.1261
H -1.1714 2.0378 -2.2400
H 2.1381 7.2192 -2.8459
H 0.8874 8.5230 -2.2542
H 2.2002 7.8401 -1.2515
H -0.5619 7.9175 -0.6713
H -1.5698 6.9028 -1.7832
H -1.0418 6.4363 -0.1214
H 2.5080 3.0638 -4.1777
H 2.5394 4.7102 -4.9509
H 3.8918 4.1955 -4.1487
H 3.9952 4.4163 -1.7543
H 2.9656 3.1514 -1.6098
H 2.6911 4.7421 -0.6747
C 4.2862 -5.2403 1.5083
N 3.4899 -4.4494 0.5267
C 3.7999 -3.0462 0.5068
P 2.0060 -4.9592 -0.1477
O 1.1957 -3.8061 -0.6429
N 2.4695 -6.0940 -1.3488
C 3.2493 -7.2537 -1.0625
C 2.7384 -5.6509 -2.6283
N 1.3438 -5.8266 1.1583
C 0.8569 -5.0906 2.2266
C 0.4608 -6.9111 0.8197
H 5.2588 -4.7718 1.6586
H 4.4071 -6.2683 1.1667
H 3.8113 -5.3420 2.4841
H 3.0257 -2.5978 1.1295
H 3.6514 -2.6064 -0.4794
H 4.8242 -2.8692 0.8349
H 4.2964 -6.9607 -1.1395
H 3.0737 -7.5471 -0.0275
H 3.0485 -8.0846 -1.7389
H 3.7848 -5.3643 -2.7331
H 2.4892 -6.4277 -3.3512
H 2.1078 -4.7748 -2.7791
H -0.2292 -5.1166 2.3151
H 1.4082 -5.2638 3.1509
H 1.0133 -4.0150 2.1442
H 1.0299 -7.7673 0.4573
H -0.2492 -6.4908 0.1075
H -0.0823 -7.3463 1.6586
C 1.4311 4.6232 5.1269
N 1.3993 3.4824 4.2096
C 0.0855 3.2501 3.4990
P 2.2546 2.1373 4.6504
O 1.5171 1.2060 5.5699
N 2.6506 1.3849 3.2286
C 2.8606 2.0734 1.9206
C 3.3569 0.1064 3.3013
N 3.6895 2.7768 5.4240
C 4.5245 3.8501 4.8586
C 4.1492 2.1595 6.6440
H 0.4404 5.0699 5.2105
H 2.0499 5.4371 4.7490
H 1.6899 4.2031 6.0988
H -0.2785 4.1455 2.9952
H -0.7688 2.9396 4.1007
H 0.1834 2.5589 2.6620
H 3.8203 1.7784 1.4965
H 2.0499 1.8314 1.2334
H 2.8590 3.1622 1.9711
H 3.2302 -0.4084 2.3489
H 4.3584 0.2606 3.7030
H 2.8386 -0.4790 4.0607
H 5.5465 3.4861 4.7532
H 4.1843 4.1645 3.8719
H 4.4832 4.7177 5.5171
H 4.0994 2.8269 7.5044
H 5.1847 1.8615 6.4794
H 3.5584 1.2694 6.8599
C -3.7586 0.0655 -1.7031
N -5.1410 -0.1491 -2.0284
C -5.6632 0.4589 -3.2719
P -6.2215 -0.9705 -0.9411
O -5.7300 -0.9546 0.4405
N -7.6884 -0.1556 -1.1583
C -8.9270 -0.9034 -1.1442
C -7.7812 1.2365 -0.7059
N -6.3716 -2.5093 -1.6492
C -6.7812 -2.6491 -3.0137
C -5.3827 -3.4998 -1.3044
H -3.3543 -0.9359 -1.5552
H -3.5459 0.6844 -0.8314
H -3.1996 0.5733 -2.4890
H -5.1391 -0.0645 -4.0715
H -5.4469 1.5272 -3.2648
H -6.7337 0.2801 -3.3723
H -8.8373 -1.9232 -0.7701
H -9.6595 -0.3724 -0.5362
H -9.3001 -1.0280 -2.1607
H -7.9187 1.9127 -1.5497
H -8.6417 1.3764 -0.0517
H -6.8472 1.5008 -0.2100
H -7.6318 -1.9955 -3.2066
H -5.9224 -2.3697 -3.6241
H -7.0760 -3.6578 -3.3031
H -5.4690 -3.5578 -0.2194
H -4.3899 -3.1944 -1.6350
H -5.6513 -4.5122 -1.6058
O 3.9131 -0.4893 -1.8558
S 3.1667 -0.2346 -3.0698
O 3.6802 0.7685 -4.0243
C 2.8890 -1.8313 -3.8845
C 1.3756 -2.1379 -3.8841
C 0.7260 -1.2520 -2.7935
C 1.3950 0.1073 -2.6517
H 3.3908 -2.4105 -3.1093
H 3.4566 -1.9152 -4.8112
H 1.0910 -2.0302 -4.9308
H 1.0783 -3.1799 -3.7655
H 0.9044 -1.7623 -1.8470
H -0.3530 -1.2623 -2.9477
H 1.1350 0.7412 -1.8040
H 1.1878 0.6946 -3.5463
O -1.5702 1.0380 1.1882
S -1.3955 -0.3753 0.9125
O -1.2274 -0.8945 -0.4516
C -0.0340 -0.9830 2.0624
C -0.7112 -1.5044 3.3362
C -2.0754 -2.1850 2.8768
C -2.7474 -1.2909 1.7973
H 0.6932 -0.1710 2.0689
H 0.3845 -1.8479 1.5478
H -0.1799 -2.1309 4.0527
H -0.8321 -0.6026 3.9363
H -2.7406 -2.3535 3.7237
H -1.8630 -3.1483 2.4132
H -3.4578 -0.5060 2.0569
H -3.2682 -1.7918 0.9812
```


# 3
ORCA calculation (ωB97M-V/def2-TZVPD) on the molecule C23H28N2O5.

- LUMO energy (eV) = 0.38
- total energy (Ha) = -1378.98044
- structure (SMILES) = COC[C@@H](C)n1c(C)cc(C(=O)COC(=O)c2ccc(N3CCCC3=O)cc2)c1C
- molecular weight (u) = 412.5
- HOMO-LUMO gap (eV) = 8.5
- energy relative to the best compared isomer or geometry (same formula, charge and spin) (kcal per mole) = 36.04
- E_HOMO (eV) = -8.1
- net charge = 0

```
58
C23H28N2O5 | the Open Molecules 2025 dataset | ωB97M-V/def2-TZVPD
C 6.0990 3.4206 0.8892
O 4.8420 2.9982 0.4268
C 4.3229 1.9084 1.1557
C 2.9755 1.5473 0.5171
C 3.1514 0.7001 -0.7441
N 2.0493 0.9317 1.4436
C 0.7329 1.3335 1.5585
C 0.1568 2.4866 0.8147
C 0.1040 0.5052 2.4360
C 1.0600 -0.4459 2.8894
C 0.8291 -1.5705 3.7704
O 1.6949 -2.1607 4.3874
C -0.6272 -2.0377 3.8593
O -1.1867 -2.0937 2.5550
C -2.3519 -1.4666 2.3410
O -3.0249 -0.9796 3.2185
C -2.6899 -1.4133 0.9025
C -3.9785 -1.0510 0.5163
C -4.3105 -0.9400 -0.8164
C -3.3519 -1.1844 -1.8032
N -3.6607 -1.0518 -3.1579
C -2.6176 -0.9563 -4.1659
C -3.3474 -0.4282 -5.4014
C -4.7551 -0.9789 -5.2189
C -4.9141 -1.0916 -3.7113
O -5.9594 -1.2161 -3.1223
C -2.0588 -1.5457 -1.4131
C -1.7335 -1.6601 -0.0780
C 2.2613 -0.1386 2.2554
C 3.5503 -0.8579 2.4147
H 6.0487 3.7486 1.9346
H 6.8432 2.6187 0.8080
H 6.3961 4.2568 0.2601
H 5.0294 1.0683 1.1187
H 4.1730 2.1939 2.2088
H 2.5398 2.5058 0.2196
H 2.1885 0.5407 -1.2240
H 3.5838 -0.2694 -0.5132
H 3.8084 1.2234 -1.4329
H -0.8946 2.5746 1.0743
H 0.6534 3.4214 1.0766
H 0.2315 2.3458 -0.2639
H -0.9148 0.5963 2.7534
H -1.2139 -1.3494 4.4809
H -0.6546 -3.0364 4.3057
H -4.7133 -0.8534 1.2816
H -5.3124 -0.6691 -1.1023
H -1.8263 -0.2824 -3.8311
H -2.1846 -1.9453 -4.3618
H -2.8755 -0.7540 -6.3259
H -3.3664 0.6622 -5.3866
H -5.5375 -0.3524 -5.6420
H -4.8566 -1.9807 -5.6421
H -1.3005 -1.7507 -2.1521
H -0.7319 -1.9337 0.2144
H 4.0201 -1.0797 1.4591
H 4.2464 -0.2756 3.0178
H 3.3593 -1.7874 2.9453
```


# 4
ORCA calculation (ωB97M-V/def2-TZVPD) on the ion C10H11N2S2 with charge +1.

- LUMO energy (eV) = -4.99
- total energy (Ha) = -1293.11837
- molecular weight (u) = 223.3
- HOMO-LUMO gap (eV) = 7.2
- energy relative to the best compared isomer or geometry (same formula, charge and spin) (kcal per mole) = 77.39
- E_HOMO (eV) = -12.1
- net charge = +1

```
25
C10H11N2S2 | the Open Molecules 2025 dataset | ωB97M-V/def2-TZVPD
C 4.1972 -0.3242 -0.0597
C 3.4160 -1.1569 0.7485
C 3.5115 0.7070 -0.7551
C 2.0845 -1.0723 0.8577
C 2.1427 0.8629 -0.6092
C -0.5487 -1.3534 -0.1547
C 1.3832 -0.0903 0.0702
C -0.0810 -0.1370 0.0319
C -2.7816 -0.0737 0.5031
C -5.1569 -0.0586 -0.8188
N -0.8634 0.9043 0.1667
N -0.6284 1.8844 0.9124
S -2.3217 -1.5185 -0.2224
S -4.1617 0.8454 0.3997
H 5.1106 -0.6508 -0.4149
H 3.9339 -1.8434 1.4619
H 4.1623 1.4462 -1.2123
H 1.5476 -1.6320 1.4905
H 1.6650 1.6005 -1.2726
H 0.1842 -2.1889 -0.1413
H -4.5746 -0.5357 -1.5469
H -5.8515 0.5495 -1.2332
H -5.5832 -0.8625 -0.2588
H 0.2460 1.9291 1.4181
H -1.0320 2.7689 0.6392
```


# 5
ORCA calculation (ωB97M-V/def2-TZVPD) on a cluster of 2 separate species, C17H24N2O2 in total.

- LUMO energy (eV) = -2.05
- total energy (Ha) = -922.08066
- molecular weight (u) = 288.4
- HOMO-LUMO gap (eV) = 4.1
- energy relative to the best compared isomer or geometry (same formula, charge and spin) (kcal per mole) = 105.41
- E_HOMO (eV) = -6.1
- net charge = 0

```
45
C17H24N2O2 | the Open Molecules 2025 dataset | ωB97M-V/def2-TZVPD
C -4.0596 -2.5874 1.1096
C -3.9467 -1.2519 0.3793
C -2.9056 -0.3242 0.9988
N -1.6241 -1.0116 1.2145
C -0.4940 -0.3815 0.9388
C 0.7920 -1.0167 0.8631
C 0.9418 -2.3692 0.4444
C 2.1843 -2.9920 0.5279
C 3.3130 -2.2694 0.9470
C 3.1953 -0.9060 1.2504
C 1.9575 -0.2743 1.2008
C -1.7245 -2.2554 1.9988
C -2.7002 -3.2354 1.3502
H -4.5498 -2.4275 2.0779
H -4.6889 -3.2675 0.5317
H -3.6840 -1.4271 -0.6719
H -4.9142 -0.7394 0.3968
H -2.7200 0.5320 0.3428
H -3.2738 0.0430 1.9712
H -0.5645 0.7044 0.7859
H 0.0732 -2.9152 0.0539
H 2.2699 -4.0475 0.2737
H 4.2793 -2.7671 1.0308
H 4.0683 -0.3263 1.5479
H 1.8423 0.7871 1.4446
H -0.7479 -2.7298 2.1216
H -2.1184 -1.9985 2.9992
H -2.8103 -4.1089 2.0071
H -2.2787 -3.5933 0.3997
O 2.3089 3.3190 0.4698
C 1.1050 3.5219 0.2223
C 0.7997 3.2637 -1.2962
C 1.4785 4.2194 -2.3254
C 2.1765 3.2930 -3.3529
C 2.0930 1.8656 -2.7616
N 1.2920 1.9912 -1.5951
O 0.1044 3.8594 0.8805
H -0.2925 3.2975 -1.4392
H 0.7068 4.8396 -2.7903
H 2.2160 4.8522 -1.8191
H 1.6398 3.3207 -4.3068
H 3.2138 3.6024 -3.5096
H 1.6068 1.1731 -3.4650
H 3.1043 1.4786 -2.5456
H 1.3349 1.2590 -0.9024
```


# 6
ORCA calculation (ωB97M-V/def2-TZVPD) on a structure of composition C10H18BiCl2N2S.

- LUMO energy (alpha / beta) (eV) = 2.86 / 2.86
- total energy (Ha) = -2034.51161
- molecular weight (u) = 478.2
- HOMO-LUMO gap (alpha / beta) (eV) = 6.1 / 6.1
- energy relative to the best compared isomer or geometry (same formula, charge and spin) (kcal per mole) = 59.60
- E_HOMO (alpha / beta) (eV) = -3.2 / -3.2
- net charge = -1

```
34
C10H18BiCl2N2S | the Open Molecules 2025 dataset | ωB97M-V/def2-TZVPD
Bi 1.1739 -0.7375 -0.3684
Cl -0.6089 -2.5904 -0.9446
Cl 1.6025 1.5814 0.7794
C 3.1139 -1.6174 -0.7350
H 3.8948 -0.8382 -0.9319
H 3.0561 -1.9522 -1.8192
C -0.8989 1.2507 -1.6939
C 0.2485 0.7215 -2.0913
H -0.9564 2.0265 -0.9152
C 0.4232 -0.3349 -3.1470
H 1.2009 1.0388 -1.6513
C -0.8131 -0.3865 -4.0327
H 1.3520 -0.2284 -3.7127
H 0.5150 -1.3277 -2.6729
C -2.0506 -0.5242 -3.1781
H -0.8785 0.5680 -4.5506
H -0.7306 -1.1580 -4.8013
C -2.1729 0.5915 -2.1005
H -2.9365 -0.4945 -3.8118
H -2.0517 -1.5141 -2.7112
H -2.9014 1.3481 -2.4547
H -2.6549 0.1269 -1.2216
S -1.3427 -0.8927 1.8722
C -0.5245 -0.3336 3.2309
N 0.7561 -0.6357 3.5735
C 1.3406 0.3402 4.4793
C 0.1586 1.2572 4.8089
N -0.9457 0.6209 4.1064
H 1.3096 -1.2761 3.0149
H 2.1630 0.8779 3.9947
H 1.7137 -0.1515 5.3810
H 0.3260 2.2747 4.4367
H -0.0337 1.3002 5.8827
H -1.8476 1.0693 3.9852
```